Record 1
The following is a DFT calculation (the ωB97M-V functional and the def2-TZVPD basis) of C33H35BrF6IrN6O7S3 as an isolated structure.

## Properties
Multiplicity: 2
Expectation value of S²: 0.791
Energy relative to the best compared isomer or geometry (same formula, charge and spin), kcal/mol: 69.16
LUMO level (alpha / beta), eV: -0.167 / -1.270
HOMO (alpha / beta), eV: -6.876 / -8.506

Each line ends with the Löwdin charge.
Positions of all 92 atoms, in Å:
Ir  -1.038  0.327  0.477  1.3731
C  1.352  -1.473  1.238  -0.1031
N  0.142  -0.853  1.832  -0.3051
C  -0.627  -1.972  2.445  -0.0521
C  0.548  0.100  2.932  -0.1285
C  0.471  1.533  2.513  -0.2701
C  0.441  2.569  3.422  -0.0333
C  0.255  3.880  2.992  -0.0551
C  0.103  4.165  1.626  -0.0779
C  0.140  3.149  0.708  -0.1825
C  0.298  1.785  1.129  -0.4577
H  1.796  -2.142  1.981  0.1072
H  2.068  -0.707  0.974  0.0029
H  1.050  -2.041  0.363  0.0623
H  -0.081  -2.296  3.335  0.1083
H  -0.670  -2.802  1.752  0.0874
H  -1.628  -1.668  2.718  0.0709
H  1.561  -0.159  3.253  0.1416
H  -0.120  -0.068  3.775  0.1242
H  0.537  2.356  4.482  0.1208
H  0.211  4.679  3.721  0.1042
H  -0.042  5.187  1.297  0.1136
H  0.071  3.356  -0.350  0.1051
F  -3.550  2.138  4.254  0.1607
C  -4.451  1.471  3.553  -0.6628
F  -5.130  0.669  4.362  0.1532
F  -5.295  2.310  2.973  0.1515
S  -3.604  0.381  2.264  0.6765
O  -2.154  0.616  2.461  -0.3795
O  -4.125  -0.918  2.520  -0.2448
N  -3.994  0.891  0.815  -0.2820
S  -3.317  2.260  0.410  0.6478
O  -2.181  1.974  -0.494  -0.3833
O  -3.067  3.176  1.477  -0.2337
C  -4.640  3.006  -0.630  -0.6843
F  -5.736  3.140  0.094  0.1686
F  -4.216  4.197  -1.038  0.1620
F  -4.885  2.237  -1.685  0.1564
Br  -3.208  -7.396  -2.096  0.7218
C  -3.541  -5.843  -1.059  -0.6812
C  -4.717  -5.759  -0.330  -0.1301
C  -4.958  -4.623  0.429  -0.0631
C  -4.042  -3.580  0.447  -0.0064
C  -2.869  -3.680  -0.289  -0.1135
C  -2.611  -4.822  -1.042  -0.0670
C  -1.835  -2.583  -0.282  -0.5931
O  -0.710  -2.817  -0.735  0.0103
O  -2.231  -1.474  0.232  -0.1870
H  -5.432  -6.570  -0.357  0.0985
H  -5.871  -4.551  1.005  0.1074
H  -4.228  -2.688  1.027  0.0903
H  -1.686  -4.895  -1.596  0.1095
C  4.546  4.362  3.163  -0.0296
C  3.965  4.225  1.789  -0.3268
C  3.970  5.274  0.876  -0.0160
C  3.378  5.049  -0.350  -0.1206
N  2.802  3.891  -0.668  0.0719
C  2.861  2.948  0.269  -0.7025
S  2.072  1.399  -0.100  0.9308
N  3.423  3.049  1.474  0.1252
H  5.401  5.036  3.173  0.0776
H  4.841  3.384  3.536  0.0791
H  3.792  4.769  3.842  0.0830
H  4.424  6.226  1.115  0.1091
H  3.353  5.824  -1.109  0.1102
C  4.964  -0.877  -3.953  -0.0656
C  4.063  -2.076  -4.207  -0.1998
N  2.776  -1.968  -3.517  -0.0508
C  2.555  -2.862  -2.384  -0.1894
C  3.501  -2.577  -1.227  -0.0704
C  1.851  -1.165  -4.089  -0.4105
O  2.029  -0.632  -5.176  0.0709
C  0.543  -0.901  -3.390  -0.0856
C  -0.611  -0.913  -4.152  0.0331
C  -1.807  -0.574  -3.550  -0.0027
C  -1.807  -0.188  -2.228  -0.1025
N  -0.677  -0.109  -1.496  -0.0661
C  0.470  -0.492  -2.072  -0.0864
H  5.901  -0.985  -4.501  0.0762
H  5.196  -0.775  -2.892  0.0668
H  4.478  0.037  -4.291  0.0758
H  4.530  -2.998  -3.861  0.1156
H  3.869  -2.172  -5.275  0.1190
H  2.714  -3.886  -2.737  0.1261
H  1.515  -2.803  -2.065  0.0967
H  4.541  -2.761  -1.502  0.0722
H  3.263  -3.229  -0.385  0.0789
H  3.426  -1.540  -0.892  0.0597
H  -0.556  -1.188  -5.196  0.1325
H  -2.743  -0.590  -4.089  0.1192
H  -2.727  0.063  -1.726  0.1042
H  1.356  -0.447  -1.464  0.0328

***

Record 2
The following is a DFT calculation (the ωB97M-V functional and the def2-TZVPD basis) of C36H46IrN7O2P2S2 as an isolated structure.

## Properties
Multiplicity: 5
Expectation value of S²: 6.020
LUMO level (alpha / beta), eV: -5.538 / -8.673
HOMO (alpha / beta), eV: -10.758 / -13.322
Charge: +2

Each line ends with the Löwdin charge.
Positions of all 96 atoms, in Å:
Ir  -0.015  0.077  -0.334  0.9086
C  -2.478  1.720  1.381  -0.2347
P  -0.668  1.511  1.488  0.8993
C  -0.597  0.612  3.072  -0.4241
N  -0.793  1.276  4.204  0.1520
C  -0.273  0.601  5.330  -0.1856
C  0.048  1.314  6.495  0.0037
C  0.801  0.683  7.500  -0.0332
C  0.970  -0.705  7.484  -0.0788
C  0.645  -1.383  6.394  -0.0186
C  0.052  -0.765  5.245  -0.1610
N  -0.195  -1.535  4.104  0.1746
C  -0.327  -0.749  3.032  -0.4108
P  -0.267  -1.494  1.388  0.9124
C  -1.894  -2.281  1.171  -0.2273
C  0.826  -3.142  1.664  -0.5732
C  2.167  -2.673  2.302  -0.0872
C  1.118  -3.916  0.338  -0.0801
C  0.112  -4.181  2.585  -0.1088
C  0.170  3.103  1.988  -0.6594
C  1.511  2.833  2.754  -0.0437
C  -0.817  3.961  2.852  -0.0843
C  0.500  3.973  0.741  -0.1259
H  -2.919  1.632  2.363  0.0492
H  -3.021  0.944  0.783  0.0326
H  -2.785  2.721  0.950  0.0698
H  -0.117  2.401  6.526  0.1264
H  1.143  1.233  8.418  0.1345
H  1.494  -1.234  8.309  0.1387
H  0.719  -2.442  6.395  0.1141
H  -1.772  -2.919  0.306  0.0283
H  -2.587  -1.477  0.856  0.0303
H  -2.260  -2.828  2.092  0.0832
H  2.685  -2.071  1.578  0.0384
H  2.841  -3.511  2.530  0.0991
H  1.965  -2.124  3.235  0.0689
H  1.901  -3.378  -0.167  0.0501
H  0.278  -3.935  -0.360  0.0583
H  1.444  -4.994  0.501  0.1216
H  -0.699  -3.757  3.210  0.0444
H  0.776  -4.621  3.401  0.1078
H  -0.298  -5.070  2.038  0.0904
H  1.193  2.338  3.687  0.0682
H  1.909  3.851  2.922  0.1040
H  2.184  2.246  2.134  0.0607
H  -1.272  3.409  3.688  0.0638
H  -1.612  4.337  2.211  0.0671
H  -0.233  4.791  3.289  0.1013
H  1.201  3.399  0.106  0.0185
H  0.974  5.011  0.942  0.1282
H  -0.478  4.249  0.247  0.0830
C  2.727  0.979  -4.118  0.0079
N  1.297  1.040  -4.481  -0.1193
C  0.865  0.501  -5.696  -0.0064
C  -0.454  0.700  -5.731  0.0022
N  -0.889  1.383  -4.538  0.0119
C  0.289  1.541  -3.738  -0.5778
S  0.317  2.005  -2.116  0.9427
C  -2.029  2.092  -4.369  -0.2899
C  -2.750  2.538  -5.574  0.0416
C  -3.824  3.366  -5.359  -0.0609
C  -4.308  3.685  -4.112  -0.0375
C  -3.738  2.983  -3.064  -0.0844
N  -2.639  2.153  -3.188  0.0774
H  3.322  1.520  -4.920  0.1299
H  3.081  -0.070  -4.103  0.0989
H  2.862  1.464  -3.139  0.0799
H  1.613  0.109  -6.391  0.1534
H  -1.250  0.413  -6.449  0.1473
H  -2.330  2.357  -6.561  0.1124
H  -4.252  3.846  -6.233  0.1275
H  -5.155  4.357  -3.943  0.1294
H  -4.148  2.936  -2.060  0.1121
N  -2.989  -0.205  -1.884  0.1227
C  -2.115  -1.219  -2.103  -0.6665
N  -0.824  -1.061  -1.770  -0.1824
C  -0.046  -2.066  -2.391  -0.3121
C  1.324  -2.164  -2.648  -0.0404
C  1.901  -3.351  -3.179  -0.0477
C  1.064  -4.368  -3.627  -0.0553
C  -0.310  -4.250  -3.393  -0.0850
C  -0.847  -3.095  -2.895  -0.5051
S  -2.523  -2.702  -2.888  1.1650
H  -2.628  0.746  -1.721  0.0568
H  -3.826  -0.298  -2.400  0.0937
H  2.014  -1.408  -2.304  0.0784
H  2.988  -3.394  -3.289  0.1192
H  1.412  -5.319  -4.021  0.1192
H  -0.950  -5.107  -3.699  0.1357
C  4.120  -0.275  -0.304  -0.0208
O  2.732  -0.683  -0.051  -0.2062
C  1.926  0.466  -0.011  -0.6988
O  2.465  1.532  0.010  -0.0416
H  4.639  -1.239  -0.318  0.1055
H  4.474  0.257  0.600  0.1138
H  4.145  0.264  -1.196  0.0588

***

Record 3
The following is a DFT calculation (the ωB97M-V functional and the def2-TZVPD basis) of one molecule with the formula C5H3I2N3.

## Properties
SMILES: N#C[C@]12CN1N=C(I)[C@H]2I
Multiplicity: 1
Energy relative to the best compared isomer or geometry (same formula, charge and spin), kcal/mol: 0.00
LUMO level, eV: -0.228
HOMO, eV: -9.677

Each line ends with the Löwdin charge.
Positions of all 13 atoms, in Å:
N  -1.657  0.458  2.783  0.1590
C  -1.066  0.215  1.849  -0.1258
C  -0.120  0.043  0.668  -0.4263
C  -0.631  -0.262  -0.690  -0.0581
N  -0.055  -1.353  0.095  -0.0374
N  1.241  -1.602  -0.203  0.0046
C  2.020  -0.702  0.226  -0.9379
I  4.072  -0.932  0.194  0.8901
C  1.319  0.487  0.873  -0.7630
I  1.908  2.235  -0.106  0.9069
H  -1.750  -0.315  -0.943  0.1520
H  0.062  0.067  -1.487  0.1098
H  1.670  0.457  1.972  0.1260

***

| no. | energy (a.u.) |
| --- | --- |
| 1 | -6605.80013 |
| 2 | -3515.93803 |
| 3 | -951.87773 |